No. 1
C38H41GeMnN4O3S as an isolated structure at a distorted geometry. Source: the OMol25 dataset; level of theory: wB97M-V/def2-TZVPD.

```
89
Properties=species:S:1:pos:R:3:forces:R:3
H -2.482 1.067 -2.862 -0.02 0.02 -0.01
C -2.548 0.390 1.147 0.04 0.02 0.29
H 0.654 4.635 -2.420 0.00 0.01 0.01
H 6.608 1.227 -0.853 -0.01 -0.01 -0.01
H -3.860 1.427 4.665 0.00 -0.01 0.00
H 5.130 1.512 -2.882 0.03 0.01 0.01
N 0.171 2.981 -0.287 -0.19 -0.02 -1.17
H 1.727 -5.004 0.874 -0.01 -0.02 0.00
H -1.463 -2.586 5.432 0.01 -0.01 0.00
C -2.783 1.250 -1.832 -0.05 0.14 -0.21
C -1.207 -2.371 3.290 -0.02 0.00 0.14
C 4.723 1.267 -1.913 0.07 0.00 0.15
H 0.244 -4.195 0.312 0.01 -0.01 0.01
C -3.714 -2.066 -1.153 0.06 -0.11 0.00
H 0.310 -1.518 -4.746 0.01 0.00 0.00
H -0.129 1.518 3.386 0.00 0.00 0.00
H -2.816 -0.546 5.654 0.00 0.01 0.00
C 0.006 4.739 4.424 0.00 0.02 -0.01
H -0.636 -0.200 -5.476 0.01 0.02 0.01
H -0.417 -2.488 -1.789 0.00 -0.01 0.00
H 1.119 -0.170 -5.574 0.01 0.01 0.01
H 1.965 0.552 1.775 0.03 -0.05 0.00
H 5.557 0.718 1.325 0.01 -0.03 -0.02
C 3.207 -2.811 -0.911 0.14 -0.07 -0.04
C 3.560 0.673 0.509 0.22 0.09 0.21
C -2.436 -0.851 4.686 -0.04 0.08 -0.04
C -2.353 -1.761 -1.227 0.11 -0.35 -0.04
N 2.959 0.369 1.693 0.07 0.00 0.05
H -3.853 1.052 -1.748 -0.01 0.02 -0.03
C 3.170 -4.253 -1.413 -0.05 0.04 0.00
Ge -1.879 0.026 -0.630 -0.62 0.14 -0.12
C -0.027 2.595 3.341 -0.06 0.02 0.23
H -4.419 -1.340 -0.761 0.00 0.00 0.01
C -3.274 1.539 1.323 -0.06 0.04 0.20
C -4.182 -3.307 -1.566 0.01 0.04 0.01
H 0.337 5.075 1.066 0.00 0.00 0.02
N 2.788 0.803 -0.573 0.06 -0.06 -0.28
C 0.136 3.218 2.110 -0.01 -0.18 -0.31
C 0.064 2.594 -2.569 -0.03 -0.06 -0.81
O 0.251 1.094 1.067 0.13 0.77 0.07
H -3.661 -5.224 -2.372 0.00 0.00 0.00
C 0.113 1.703 -3.658 0.05 0.12 0.28
H -0.616 -3.275 3.199 -0.01 -0.01 0.00
O 1.004 -1.686 0.048 0.25 -0.21 0.15
C -2.737 -0.050 3.554 -0.05 0.07 0.16
C -3.764 1.918 2.599 0.05 0.03 -0.21
H 1.579 -5.756 -1.459 -0.01 -0.01 0.01
C -1.941 -3.963 -2.130 0.01 0.05 0.02
C 0.205 2.372 0.891 -0.24 0.02 0.58
H -3.489 2.186 0.484 -0.02 0.02 -0.03
C 1.713 -4.689 -1.283 0.02 0.03 0.04
C -3.296 -4.257 -2.053 -0.01 0.01 0.01
H 3.498 0.528 2.528 0.01 -0.06 -0.01
H -0.230 2.872 5.457 0.00 0.00 0.00
C 0.162 5.362 3.191 0.01 -0.04 -0.04
C -3.499 1.143 3.683 0.05 -0.11 0.07
C 1.315 -4.309 0.140 -0.02 -0.14 -0.08
H 4.189 -2.463 -0.598 0.00 0.01 -0.01
H 0.233 6.440 3.133 0.00 0.00 0.00
H 3.806 -4.885 -0.790 0.02 -0.01 -0.02
C -1.686 -1.982 4.563 0.07 -0.08 -0.11
C 0.352 0.298 -3.632 0.02 0.06 0.10
H -2.591 2.292 -1.582 -0.03 0.01 -0.01
C 4.964 0.818 0.426 -0.24 -0.03 0.19
H -1.252 -4.707 -2.513 0.00 0.01 -0.01
H -4.341 2.827 2.702 0.00 0.00 -0.01
O 0.644 -0.376 -2.599 -0.22 0.20 -0.56
C 0.278 -0.448 -4.935 -0.05 0.01 0.02
H 3.540 -4.317 -2.435 0.00 0.01 -0.01
H 2.785 -2.111 -1.638 0.01 -0.02 0.01
C 0.223 4.604 2.033 0.00 0.16 0.05
C -1.471 -2.722 -1.719 -0.15 0.04 -0.07
Mn 0.669 0.278 -0.669 1.22 -2.00 0.07
H 1.094 -4.147 -2.000 0.02 -0.01 0.00
H -1.120 -1.932 1.216 0.01 0.00 0.01
H -0.038 5.335 5.327 -0.01 0.00 0.00
C -0.189 4.052 -2.792 0.01 -0.04 0.07
C -1.490 -1.623 2.185 -0.05 0.12 -0.06
H -0.343 4.266 -3.846 0.00 -0.01 0.00
C -0.094 3.358 4.499 0.02 -0.06 -0.10
H -5.238 -3.531 -1.505 0.00 0.00 0.01
C -2.259 -0.434 2.283 0.03 -0.08 -0.12
H -1.061 4.372 -2.220 -0.01 0.00 0.00
C 5.535 1.106 -0.780 0.04 0.07 -0.23
C 3.375 1.116 -1.749 -0.04 -0.02 -0.08
S 2.059 -2.701 0.493 -0.39 0.54 -0.05
H -0.078 2.130 -4.633 0.01 -0.03 -0.01
H 2.702 1.248 -2.588 -0.02 -0.03 0.02
N 0.237 2.112 -1.352 -0.23 0.92 1.66
```
Positions in Å, forces in eV/Å.

Summary:
Kohn-Sham gap (spin up / spin down) = 0.2723 / 0.1904 hartree
Net charge = +1
Spin multiplicity = 6
⟨S²⟩ = 8.98

No. 2
C38H41N6O2SbW as an isolated structure at a distorted geometry. Source: the OMol25 dataset; level of theory: wB97M-V/def2-TZVPD.

```
89
Properties=species:S:1:pos:R:3:forces:R:3
N -2.305 0.585 0.959 -0.19 -0.77 1.24
C 2.101 1.348 3.410 0.02 0.05 0.17
C -1.218 -2.220 2.904 0.00 0.03 -0.05
Sb -1.314 -0.925 -1.795 -0.13 -0.49 -0.82
C -3.268 1.390 0.742 -0.70 0.64 -0.17
N 9.333 2.292 2.922 -0.12 -0.02 -0.03
C -1.850 4.843 -1.096 0.18 0.03 -0.04
H 1.726 -0.924 -1.994 0.03 0.09 0.08
H -3.769 -3.030 -1.116 -0.02 0.00 -0.06
C 4.215 1.775 1.384 -0.04 0.00 0.02
H 4.459 -0.318 1.808 0.01 0.04 0.02
H -3.856 5.606 -1.105 0.02 -0.05 0.02
W -0.439 0.847 0.160 1.38 0.55 -1.43
H 6.630 4.128 1.740 -0.02 -0.03 0.00
C -1.601 -2.880 -0.927 -0.06 0.10 -0.09
C -0.115 -4.163 3.820 0.01 -0.01 0.04
H 6.823 -0.081 2.495 -0.02 0.03 -0.01
H -3.262 -2.152 0.329 -0.01 -0.02 -0.02
C 4.932 0.657 1.797 0.03 -0.07 -0.03
C 2.443 1.785 -0.357 -0.14 -0.02 -0.18
H -2.619 0.969 -4.141 0.01 0.00 0.03
C 1.229 1.846 -2.216 0.15 -0.13 -0.08
C -0.355 -2.020 -4.587 0.09 0.08 -0.04
N -1.563 2.614 -0.311 0.04 -0.10 0.18
H -1.140 1.755 3.186 -0.05 -0.12 0.03
H -3.665 -2.491 -3.295 0.00 0.00 0.04
H -3.875 -0.451 -1.723 -0.10 0.03 0.04
H -1.308 -1.724 -5.020 0.05 0.00 0.00
H -1.543 -4.969 -1.397 0.03 0.03 -0.02
C -3.191 0.967 -3.210 -0.12 -0.03 -0.05
H -0.859 -2.894 -0.130 0.03 -0.11 0.07
C -3.010 -2.977 -0.337 0.06 -0.12 0.06
C -3.238 -0.440 -2.610 0.13 0.07 -0.19
H 0.701 1.335 5.111 -0.01 0.04 -0.05
N -2.466 -0.463 1.842 -0.06 -0.11 0.06
H -4.200 1.311 -3.456 0.04 -0.02 -0.02
H 0.008 3.765 -0.982 0.06 0.02 -0.02
H -2.743 1.707 -2.543 -0.01 -0.02 0.00
C -1.056 3.747 -0.806 0.13 0.21 -0.30
C 1.854 1.500 2.023 0.08 0.18 -0.13
H -4.779 3.520 -0.054 0.06 0.05 -0.01
H 2.801 2.613 -3.535 -0.01 -0.03 0.07
C 2.482 2.288 -2.556 0.01 0.06 -0.09
C -1.078 -4.246 4.806 0.01 -0.05 0.05
C 0.887 1.406 4.050 0.02 -0.02 0.15
H -2.880 -3.403 5.628 0.02 0.01 -0.02
C -3.764 -1.458 -3.624 -0.14 0.09 0.04
C 1.433 -1.521 -2.856 0.02 -0.06 -0.20
C -0.079 1.605 3.052 0.02 0.25 0.06
N 1.167 1.508 -0.889 0.30 0.38 0.26
C -2.193 -2.334 3.911 -0.01 0.03 -0.04
C -3.727 3.614 -0.295 -0.35 0.30 -0.04
H -1.391 5.737 -1.495 0.00 -0.03 0.00
C -2.876 2.579 -0.007 -0.51 -0.39 0.28
H 1.432 -2.569 -2.554 -0.02 -0.01 0.02
H -4.826 -1.274 -3.806 0.05 0.00 0.00
O 0.753 -3.078 1.877 0.08 -0.01 -0.02
C -1.324 -4.022 -1.899 -0.06 -0.10 0.11
C 8.240 2.178 2.586 -0.15 -0.02 -0.07
C -0.171 -3.153 2.866 0.01 -0.04 -0.05
C -2.127 -3.331 4.856 -0.02 0.02 0.00
H 2.213 -1.403 -3.613 -0.03 -0.03 0.01
C 0.078 -1.113 -3.438 -0.02 -0.13 0.10
C -1.334 -1.131 1.944 -0.32 -0.02 0.05
H -3.254 -1.360 -4.581 -0.02 0.01 0.03
H -3.087 -3.899 0.247 -0.01 0.04 -0.03
C 6.150 3.159 1.747 0.00 0.02 -0.01
C 4.828 3.026 1.353 0.02 -0.03 0.02
H 0.693 -4.887 3.782 -0.02 0.03 0.00
H -1.961 -3.976 -2.783 0.00 0.00 0.01
N 0.466 1.663 1.832 0.51 0.07 0.68
H -0.424 -3.063 -4.287 -0.01 0.00 0.02
H 4.268 3.899 1.038 0.02 -0.03 0.03
H -4.246 1.229 1.177 -0.04 0.06 -0.04
C 6.864 2.037 2.163 0.20 0.09 0.06
H 4.311 2.454 -1.292 -0.08 0.00 -0.02
C -3.209 4.770 -0.867 -0.21 0.02 0.02
H 0.358 1.747 -2.841 -0.07 -0.01 -0.05
H -0.285 -4.058 -2.223 0.01 0.02 -0.01
H 0.143 -0.092 -3.815 0.02 0.04 -0.05
H -2.997 -1.611 3.931 0.02 -0.03 0.00
H -1.012 -5.035 5.545 -0.01 0.03 -0.04
C 3.261 2.219 -1.387 0.19 0.00 -0.05
H 1.390 -3.796 1.986 -0.03 0.03 -0.01
H 0.394 -1.961 -5.383 -0.02 -0.01 0.05
H 3.075 1.236 3.864 -0.06 0.03 -0.05
C 6.257 0.786 2.180 0.01 -0.08 0.02
O -0.323 -0.799 1.169 -0.27 -0.58 0.46
C 2.779 1.650 1.011 0.11 0.09 0.07
```
Positions in Å, forces in eV/Å.

Summary:
Kohn-Sham gap (spin up / spin down) = 0.2379 / 0.2261 hartree
Net charge = +2
Spin multiplicity = 3
⟨S²⟩ = 2.03

No. 3
C38H41N7O3RuTe as an isolated structure at a distorted geometry. Source: the OMol25 dataset; level of theory: wB97M-V/def2-TZVPD.

```
91
Properties=species:S:1:pos:R:3:forces:R:3
H -4.303 -1.667 -1.771 -0.03 0.00 -0.01
H 2.560 -2.493 -3.937 0.01 0.00 -0.02
C 1.027 -2.366 -2.447 0.28 0.08 -0.36
H -0.370 -6.152 0.305 0.06 0.10 -0.09
H -1.824 -4.678 1.595 0.14 0.09 -0.08
N -0.549 -2.231 -0.526 0.99 -0.29 0.13
C -0.201 -2.911 5.838 0.42 -0.09 0.40
H -0.843 -2.940 6.707 0.03 0.02 0.02
C 1.783 -2.631 -0.159 0.00 0.02 0.62
Ru -0.546 -2.279 1.446 -0.93 0.68 -0.99
N -0.565 -5.172 0.123 0.04 -0.02 0.27
H 0.596 2.679 -5.568 0.00 0.00 0.00
H -3.429 -2.193 3.026 -0.02 -0.01 0.04
C -0.761 -2.764 4.592 0.22 0.03 -0.75
H -0.269 -4.869 2.136 -0.15 -0.05 -0.17
H 3.044 0.651 -0.537 -0.07 0.02 -0.07
H 3.860 -2.995 0.128 0.01 -0.01 -0.04
O -1.870 -1.831 -2.391 0.21 0.04 -0.39
H -1.378 0.952 -3.215 0.09 -0.03 0.03
C -2.885 -1.999 -0.238 1.03 -0.10 -1.09
C 3.302 1.984 -3.686 0.05 -0.03 0.02
H 2.546 3.205 -6.787 -0.02 0.00 0.01
H -6.237 -1.566 -0.170 -0.01 0.00 0.01
C 3.573 1.114 -1.373 0.02 -0.08 -0.02
C -0.567 4.896 0.383 0.03 0.05 0.04
H -0.005 5.812 0.530 -0.01 0.02 0.01
H 4.376 -2.908 -2.307 0.02 0.00 -0.01
C -1.998 2.536 0.033 -0.24 0.16 0.06
H 1.238 0.197 4.333 0.01 0.00 -0.02
H 2.133 2.936 0.194 -0.12 -0.06 0.03
H -3.739 6.041 0.949 -0.01 -0.02 0.00
H 3.826 2.030 -6.497 0.00 -0.02 0.02
C 2.148 -2.858 2.295 0.00 0.11 -0.81
C 3.359 -2.765 -1.967 0.06 -0.04 0.19
H 0.056 1.479 4.103 0.01 -0.02 0.05
C -2.639 3.721 0.398 0.00 0.01 0.02
C 1.616 3.834 -0.141 0.04 -0.02 0.01
N -2.629 -2.154 1.115 0.58 -0.38 0.82
H -3.713 3.704 0.549 -0.01 -0.01 0.00
H 4.386 1.979 -3.737 0.01 0.00 -0.01
C -4.174 -1.786 -0.704 -0.56 0.07 0.25
C 0.520 1.961 -3.558 -0.03 0.03 -0.18
C 0.741 -2.403 -1.092 -0.97 0.08 0.55
O 1.282 1.139 1.826 0.10 0.26 0.07
C -1.948 4.907 0.570 0.02 -0.05 0.00
C 2.686 1.556 -2.514 0.14 0.02 -0.04
H -0.497 -0.206 4.226 -0.02 0.05 -0.05
H -2.402 7.000 0.317 0.03 -0.01 -0.02
H 0.220 -2.190 -3.142 0.01 -0.02 0.01
H -1.417 2.693 -2.925 0.03 0.02 0.03
H 1.887 4.011 -1.185 -0.02 -0.01 0.02
H 0.266 -4.736 -0.266 -0.10 -0.06 -0.04
H 1.658 -3.115 6.919 -0.01 0.00 0.03
C -2.849 1.314 -0.163 0.07 -0.11 0.01
N 1.371 -2.664 1.212 0.52 -0.29 -0.10
H -3.578 1.221 0.642 -0.03 0.01 -0.01
C -2.658 6.170 0.976 -0.01 0.03 -0.01
H -2.287 0.380 -0.182 -0.01 0.12 0.04
C 1.183 2.380 -4.706 0.01 0.00 -0.03
C 1.292 1.574 -2.459 0.11 0.09 -0.05
H -2.383 6.465 1.990 0.02 -0.02 0.01
H -1.830 -2.661 4.466 0.00 0.02 -0.05
N -0.845 -4.512 1.370 0.01 0.00 0.05
C -0.988 1.915 -3.561 -0.01 -0.03 0.06
C 1.187 -3.013 5.952 -0.39 0.02 -0.23
C -3.672 -2.089 1.976 -0.25 0.15 -0.30
N -0.025 -2.719 3.465 0.40 0.04 0.95
C 2.344 -2.536 -2.878 -0.21 0.01 0.05
C 2.570 2.405 -4.787 -0.05 0.00 0.00
H -3.400 1.377 -1.104 -0.01 -0.01 -0.03
C -0.621 2.573 -0.159 0.17 -0.01 -0.10
O 3.359 -3.033 2.340 -0.03 -0.05 0.29
Te 0.337 0.814 -0.755 -0.12 -0.48 0.16
H 4.124 1.963 -0.963 0.02 0.04 -0.03
C 0.454 0.376 2.359 0.02 -0.24 -0.88
C 1.325 -2.853 3.571 -0.76 0.09 -0.06
C 3.262 2.850 -6.048 0.01 0.02 -0.02
N -0.307 -0.432 1.598 0.01 -0.35 0.97
C -1.732 -2.025 -1.182 -1.34 0.08 0.69
H 3.025 -3.083 4.797 0.00 0.01 0.01
C -5.228 -1.727 0.183 0.05 0.07 -0.82
C 1.947 -2.991 4.794 0.20 -0.08 0.20
C 0.290 0.444 3.853 -0.08 0.03 0.18
H 4.300 0.381 -1.726 -0.02 0.05 -0.01
C 3.082 -2.822 -0.600 0.17 0.09 -0.18
H -5.747 -1.846 2.307 -0.02 0.00 -0.01
C 0.122 3.747 0.028 -0.05 0.20 0.02
H -1.363 2.062 -4.573 -0.01 0.04 0.00
H 2.001 4.660 0.455 0.01 0.05 -0.03
H 3.969 3.657 -5.849 0.00 0.00 0.03
C -4.960 -1.885 1.567 0.27 -0.09 0.72
```
Positions in Å, forces in eV/Å.

Summary:
Kohn-Sham gap (spin up / spin down) = 0.1444 / 0.1978 hartree
Net charge = 0
Spin multiplicity = 5
⟨S²⟩ = 6.03